1 | This record from the OMol25 dataset describes 11 unconnected molecules or ions with the total composition C33H88O11. The level of theory is ωB97M-V/def2-TZVPD.

Last columns: bonded neighbours and bond lengths (Å).
Geometry (Å):
1 C -4.14835 1.76829 3.58500  C2 1.494, H5 1.090, H6 1.090, H7 1.090
2 C -3.10473 2.17101 2.59448  C1 1.494, C3 1.540, O4 1.365, H8 1.090
3 C -1.76961 2.32067 3.34826  C2 1.540, H9 1.090, H10 1.090, H11 1.090
4 O -2.96706 1.25918 1.58808  C2 1.365, H12 0.960
5 H -4.16777 2.46061 4.42668  C1 1.090
6 H -3.92755 0.76864 3.95921  C1 1.090
7 H -5.07141 1.60288 3.02940  C1 1.090
8 H -3.44962 3.09299 2.12641  C2 1.090
9 H -1.76869 3.10592 4.10423  C3 1.090
10 H -1.01758 2.46360 2.57229  C3 1.090
11 H -1.48500 1.38437 3.82829  C3 1.090
12 H -3.85460 1.04763 1.28958  O4 0.960
13 C 0.74084 -2.71994 3.77765  C14 1.524, H17 1.090, H18 1.090, H19 1.090
14 C 1.15152 -1.37903 4.37395  C13 1.524, C15 1.573, O16 1.429, H20 1.090
15 C 2.26784 -1.50387 5.47568  C14 1.573, H21 1.090, H22 1.090, H23 1.090
16 O 1.63480 -0.43322 3.41853  C14 1.429, H24 0.960
17 H 1.55061 -3.39579 3.50266  C13 1.090
18 H 0.00631 -2.56868 2.98665  C13 1.090
19 H 0.14526 -3.30284 4.48022  C13 1.090
20 H 0.26393 -0.88531 4.76960  C14 1.090
21 H 2.51511 -0.53438 5.90817  C15 1.090
22 H 3.17963 -1.96790 5.09962  C15 1.090
23 H 1.89465 -2.21013 6.21732  C15 1.090
24 H 0.97098 -0.26013 2.74698  O16 0.960
25 C 3.23633 3.31962 -1.26029  C26 1.555, H29 1.090, H30 1.090, H31 1.090
26 C 2.11041 3.27090 -2.33239  C25 1.555, C27 1.522, O28 1.386, H32 1.090
27 C 1.89433 4.61526 -3.01260  C26 1.522, H33 1.090, H34 1.090, H35 1.090
28 O 2.51210 2.40708 -3.33876  C26 1.386, H36 0.960
29 H 2.86681 3.84083 -0.37718  C25 1.090
30 H 3.99970 3.94201 -1.72718  C25 1.090
31 H 3.74515 2.38158 -1.03824  C25 1.090
32 H 1.18227 2.93879 -1.86724  C26 1.090
33 H 2.77462 4.98476 -3.53860  C27 1.090
34 H 1.44266 5.29967 -2.29450  C27 1.090
35 H 1.13511 4.46753 -3.78062  C27 1.090
36 H 3.45209 2.48614 -3.51702  O28 0.960
37 C -3.10682 -2.36197 -3.17221  C38 1.497, H41 1.090, H42 1.090, H43 1.090
38 C -3.82055 -2.21296 -4.47969  C37 1.497, C39 1.513, O40 1.413, H44 1.090
39 C -4.84565 -1.10060 -4.47065  C38 1.513, H45 1.090, H46 1.090, H47 1.090
40 O -2.92229 -1.91473 -5.52948  C38 1.413, H48 0.960
41 H -2.28543 -3.07236 -3.26581  C37 1.090
42 H -3.78726 -2.77176 -2.42576  C37 1.090
43 H -2.73119 -1.38659 -2.86299  C37 1.090
44 H -4.30591 -3.14705 -4.76253  C38 1.090
45 H -4.38185 -0.12831 -4.30431  C39 1.090
46 H -5.61902 -1.31785 -3.73390  C39 1.090
47 H -5.37859 -1.10347 -5.42146  C39 1.090
48 H -2.66733 -2.80837 -5.77033  O40 0.960
49 C 5.64345 -2.92857 2.10338  C50 1.513, H53 1.090, H54 1.090, H55 1.090
50 C 4.17889 -3.15877 1.80248  C49 1.513, C51 1.529, O52 1.378, H56 1.090
51 C 3.68324 -2.60271 0.46705  C50 1.529, H57 1.090, H58 1.090, H59 1.090
52 O 4.01672 -4.52755 1.80425  C50 1.378, H60 0.960
53 H 5.97133 -3.55535 2.93268  C49 1.090
54 H 5.87676 -1.89749 2.36897  C49 1.090
55 H 6.21973 -3.26028 1.23968  C49 1.090
56 H 3.55293 -2.83400 2.63362  C50 1.090
57 H 3.90839 -3.22810 -0.39683  C51 1.090
58 H 4.09045 -1.64278 0.14951  C51 1.090
59 H 2.60206 -2.49350 0.55198  C51 1.090
60 H 4.77689 -4.91418 1.36349  O52 0.960
61 C -0.97713 -0.19037 -0.68833  C62 1.550, H65 1.090, H66 1.090, H67 1.090
62 C 0.08171 -0.46321 0.41055  C61 1.550, C63 1.539, O64 1.435, H68 1.090
63 C 1.29906 0.44148 0.15042  C62 1.539, H69 1.090, H70 1.090, H71 1.090
64 O -0.55556 -0.14023 1.65449  C62 1.435, H72 0.960
65 H -1.33788 0.83816 -0.69753  C61 1.090
66 H -1.74566 -0.93614 -0.48514  C61 1.090
67 H -0.48905 -0.44824 -1.62822  C61 1.090
68 H 0.29811 -1.53150 0.41678  C62 1.090
69 H 1.67811 0.45670 -0.87143  C63 1.090
70 H 2.13444 0.31324 0.83875  C63 1.090
71 H 0.95063 1.45796 0.33330  C63 1.090
72 H -1.28547 0.47703 1.56596  O64 0.960
73 C -1.42478 4.05995 -0.61608  C74 1.571, H77 1.090, H78 1.090, H79 1.090
74 C -1.59431 5.57048 -0.21767  C73 1.571, C75 1.468, O76 1.436, H80 1.090
75 C -1.53908 5.71771 1.24173  C74 1.468, H81 1.090, H82 1.090, H83 1.090
76 O -0.56602 6.33913 -0.86175  C74 1.436, H84 0.960
77 H -1.58665 3.94364 -1.68769  C73 1.090
78 H -2.07311 3.37599 -0.06839  C73 1.090
79 H -0.42907 3.64414 -0.46184  C73 1.090
80 H -2.55748 5.94457 -0.56474  C74 1.090
81 H -0.72963 5.16337 1.71668  C75 1.090
82 H -2.41663 5.30310 1.73782  C75 1.090
83 H -1.39443 6.77108 1.48170  C75 1.090
84 H -0.77465 7.22934 -0.56915  O76 0.960
85 C 0.13594 0.37226 -5.93979  C86 1.532, H89 1.090, H90 1.090, H91 1.090
86 C -1.03458 0.76226 -5.03212  C85 1.532, C87 1.541, O88 1.403, H92 1.090
87 C -0.93753 2.21714 -4.53212  C86 1.541, H93 1.090, H94 1.090, H95 1.090
88 O -2.26496 0.75200 -5.70688  C86 1.403, H96 0.960
89 H 0.04823 -0.64431 -6.32318  C85 1.090
90 H 1.09904 0.52106 -5.45154  C85 1.090
91 H 0.11384 0.99989 -6.83068  C85 1.090
92 H -1.14365 0.10115 -4.17239  C86 1.090
93 H -1.73422 2.52055 -3.85292  C87 1.090
94 H -0.71129 2.94526 -5.31105  C87 1.090
95 H -0.15364 2.34750 -3.78605  C87 1.090
96 H -2.53752 -0.16748 -5.66358  O88 0.960
97 C 4.06197 2.02557 4.73046  C98 1.539, H101 1.090, H102 1.090, H103 1.090
98 C 2.98993 2.74616 3.89464  C97 1.539, C99 1.492, O100 1.356, H104 1.090
99 C 3.20135 2.59794 2.42560  C98 1.492, H105 1.090, H106 1.090, H107 1.090
100 O 1.87371 2.09164 4.29983  C98 1.356, H108 0.960
101 H 3.91078 0.94836 4.66078  C97 1.090
102 H 3.93450 2.30090 5.77739  C97 1.090
103 H 5.07631 2.34871 4.49640  C97 1.090
104 H 2.89359 3.75817 4.28790  C98 1.090
105 H 3.46281 1.58987 2.10387  C99 1.090
106 H 4.01910 3.21246 2.04909  C99 1.090
107 H 2.26900 2.94487 1.98008  C99 1.090
108 H 1.86147 1.22033 3.89697  O100 0.960
109 C 1.81142 -2.95981 -2.68071  C110 1.500, H113 1.090, H114 1.090, H115 1.090
110 C 1.23569 -4.26552 -2.21863  C109 1.500, C111 1.483, O112 1.400, H116 1.090
111 C 0.38411 -4.18303 -1.00676  C110 1.483, H117 1.090, H118 1.090, H119 1.090
112 O 0.41006 -4.73625 -3.24593  C110 1.400, H120 0.960
113 H 2.57385 -2.92811 -3.45903  C109 1.090
114 H 2.16429 -2.30067 -1.88754  C109 1.090
115 H 1.01691 -2.39618 -3.16978  C109 1.090
116 H 2.11222 -4.89220 -2.05417  C110 1.090
117 H -0.13539 -5.12017 -0.80674  C111 1.090
118 H -0.31453 -3.35192 -1.10299  C111 1.090
119 H 0.95586 -3.94615 -0.10950  C111 1.090
120 H 0.95386 -4.94560 -4.00885  O112 0.960
121 C -3.94528 -4.84777 0.68300  C122 1.521, H125 1.090, H126 1.090, H127 1.090
122 C -4.09618 -3.51126 1.39225  C121 1.521, C123 1.518, O124 1.437, H128 1.090
123 C -2.82714 -2.71417 1.63714  C122 1.518, H129 1.090, H130 1.090, H131 1.090
124 O -4.99631 -2.58496 0.76348  C122 1.437, H132 0.960
125 H -3.27263 -5.54645 1.18049  C121 1.090
126 H -3.56989 -4.72462 -0.33288  C121 1.090
127 H -4.87239 -5.41611 0.60852  C121 1.090
128 H -4.54545 -3.76415 2.35262  C122 1.090
129 H -2.20556 -3.31510 2.30095  C123 1.090
130 H -2.91795 -1.72683 2.08991  C123 1.090
131 H -2.26321 -2.48286 0.73350  C123 1.090
132 H -5.66601 -3.05921 0.26529  O124 0.960

Values from the calculation:
Kohn-Sham gap = 9.566 eV
SMILES string = CC(C)O.CC(C)O.CC(C)O.CC(C)O.CC(C)O.CC(C)O.CC(C)O.CC(C)O.CC(C)O.CC(C)O.CC(C)O
E_HOMO = -9.09 eV
E_LUMO = 0.5 eV


2 | This record from the OMol25 dataset describes 11 unconnected molecules or ions with the total composition C33H88O11. The level of theory is ωB97M-V/def2-TZVPD.

Last columns: bonded neighbours and bond lengths (Å).
Geometry (Å):
1 C -5.36992 3.26905 0.86176  C2 1.511, H5 1.087, H6 1.091, H7 1.093
2 C -5.99892 3.11497 -0.50308  C1 1.511, C3 1.524, O4 1.459, H8 1.096
3 C -4.99519 3.35518 -1.62375  C2 1.524, H9 1.101, H10 1.094, H11 1.085
4 O -6.55200 1.76623 -0.57200  C2 1.459, H12 0.962
5 H -5.03887 4.29568 0.99541  C1 1.087
6 H -4.55236 2.55667 0.98115  C1 1.091
7 H -6.10150 3.01094 1.63194  C1 1.093
8 H -6.83997 3.81472 -0.57523  C2 1.096
9 H -4.87631 4.44112 -1.75987  C3 1.101
10 H -5.41543 3.04014 -2.58326  C3 1.094
11 H -3.99992 2.95104 -1.46814  C3 1.085
12 H -7.04664 1.69511 -1.39446  O4 0.962
13 C 1.69440 -4.34093 1.65410  C14 1.506, H17 1.091, H18 1.087, H19 1.094
14 C 1.83511 -5.06890 0.34316  C13 1.506, C15 1.525, O16 1.441, H20 1.102
15 C 2.50739 -6.42882 0.49785  C14 1.525, H21 1.093, H22 1.091, H23 1.095
16 O 0.52231 -5.20147 -0.23521  C14 1.441, H24 0.964
17 H 1.36381 -3.31694 1.47106  C13 1.091
18 H 2.63764 -4.34803 2.19459  C13 1.087
19 H 0.91452 -4.79112 2.27607  C13 1.094
20 H 2.49443 -4.47199 -0.30758  C14 1.102
21 H 1.83300 -7.12663 1.00050  C15 1.093
22 H 3.44718 -6.33940 1.04382  C15 1.091
23 H 2.73723 -6.88116 -0.47285  C15 1.095
24 H 0.63105 -5.46055 -1.15690  O16 0.964
25 C -1.40215 -2.80335 1.96552  C26 1.532, H29 1.089, H30 1.093, H31 1.097
26 C -2.34730 -3.89937 1.46182  C25 1.532, C27 1.531, O28 1.417, H32 1.091
27 C -2.85807 -3.55090 0.06101  C26 1.531, H33 1.090, H34 1.096, H35 1.094
28 O -1.72056 -5.16955 1.48455  C26 1.417, H36 0.969
29 H -0.95546 -3.10126 2.91288  C25 1.089
30 H -1.93101 -1.84852 2.02807  C25 1.093
31 H -0.60628 -2.62883 1.23104  C25 1.097
32 H -3.21008 -3.89373 2.12951  C26 1.091
33 H -3.73080 -4.14413 -0.21359  C27 1.090
34 H -2.07829 -3.73501 -0.68702  C27 1.096
35 H -3.10086 -2.48951 -0.04253  C27 1.094
36 H -1.04384 -5.15167 0.79145  O28 0.969
37 C 7.46530 2.32160 0.72267  C38 1.514, H41 1.092, H42 1.094, H43 1.095
38 C 6.14008 1.88362 0.13536  C37 1.514, C39 1.527, O40 1.433, H44 1.094
39 C 4.98491 2.02502 1.12354  C38 1.527, H45 1.093, H46 1.089, H47 1.099
40 O 5.81760 2.65076 -1.03113  C38 1.433, H48 0.963
41 H 7.47009 3.39051 0.94640  C37 1.092
42 H 8.30325 2.10486 0.05364  C37 1.094
43 H 7.71176 1.73879 1.61655  C37 1.095
44 H 6.15513 0.82853 -0.15216  C38 1.094
45 H 5.13931 1.48598 2.06133  C39 1.093
46 H 4.06262 1.69911 0.64462  C39 1.089
47 H 4.86582 3.07790 1.41687  C39 1.099
48 H 5.82011 3.58413 -0.79299  O40 0.963
49 C -6.38205 -1.58983 1.21116  C50 1.516, H53 1.087, H54 1.091, H55 1.094
50 C -6.44592 -0.58937 2.34878  C49 1.516, C51 1.515, O52 1.430, H56 1.092
51 C -5.06975 -0.05531 2.69009  C50 1.515, H57 1.088, H58 1.090, H59 1.095
52 O -7.32884 0.48221 2.00664  C50 1.430, H60 0.971
53 H -7.35956 -1.95900 0.90995  C49 1.087
54 H -5.79893 -2.45742 1.52445  C49 1.091
55 H -5.89002 -1.12169 0.35306  C49 1.094
56 H -6.85801 -1.05938 3.24436  C50 1.092
57 H -5.15807 0.59776 3.55627  C51 1.088
58 H -4.62412 0.44767 1.83159  C51 1.090
59 H -4.41463 -0.88601 2.97422  C51 1.095
60 H -7.03306 0.86104 1.16284  O52 0.971
61 C -0.18801 3.52424 4.30928  C62 1.504, H65 1.087, H66 1.091, H67 1.092
62 C -1.55314 2.95939 4.59039  C61 1.504, C63 1.513, O64 1.424, H68 1.100
63 C -2.00866 2.02897 3.48822  C62 1.513, H69 1.092, H70 1.093, H71 1.091
64 O -1.48362 2.27522 5.83762  C62 1.424, H72 0.963
65 H -0.16857 4.06518 3.36670  C61 1.087
66 H 0.53865 2.71046 4.32506  C61 1.091
67 H 0.07667 4.22608 5.10334  C61 1.092
68 H -2.28843 3.77516 4.64921  C62 1.100
69 H -1.39944 1.12221 3.48563  C63 1.092
70 H -1.89524 2.50864 2.51219  C63 1.093
71 H -3.06594 1.77047 3.56793  C63 1.091
72 H -2.37737 2.00421 6.07189  O64 0.963
73 C 0.72153 -0.16578 0.26487  C74 1.522, H77 1.095, H78 1.095, H79 1.093
74 C -0.53108 0.12281 -0.55009  C73 1.522, C75 1.528, O76 1.444, H80 1.089
75 C -1.22554 1.39966 -0.07862  C74 1.528, H81 1.090, H82 1.092, H83 1.094
76 O -0.20970 0.21627 -1.95430  C74 1.444, H84 0.975
77 H 1.21625 -1.05480 -0.13904  C73 1.095
78 H 0.42895 -0.41163 1.29134  C73 1.095
79 H 1.45875 0.64073 0.28257  C73 1.093
80 H -1.19088 -0.74042 -0.47167  C74 1.089
81 H -2.01008 1.15178 0.63692  C75 1.090
82 H -1.63430 1.94294 -0.93301  C75 1.092
83 H -0.52005 2.09086 0.39294  C75 1.094
84 H 0.17762 1.08296 -2.17687  O76 0.975
85 C 4.11569 -1.77302 0.83121  C86 1.538, H89 1.088, H90 1.087, H91 1.103
86 C 5.58601 -1.94341 1.24782  C85 1.538, C87 1.520, O88 1.426, H92 1.101
87 C 5.79560 -3.24661 2.00179  C86 1.520, H93 1.094, H94 1.091, H95 1.093
88 O 6.46390 -1.94874 0.12355  C86 1.426, H96 0.980
89 H 3.44216 -1.91448 1.67392  C85 1.088
90 H 3.87940 -2.28800 -0.09691  C85 1.087
91 H 3.98730 -0.70162 0.60081  C85 1.103
92 H 5.83451 -1.09371 1.90230  C86 1.101
93 H 5.78863 -4.07441 1.28620  C87 1.094
94 H 5.02752 -3.44072 2.75214  C87 1.091
95 H 6.76997 -3.27378 2.49652  C87 1.093
96 H 6.01788 -1.74265 -0.72382  O88 0.980
97 C 3.62060 -0.07872 -2.89939  C98 1.510, H101 1.093, H102 1.091, H103 1.094
98 C 4.18415 -1.47260 -3.03433  C97 1.510, C99 1.528, O100 1.429, H104 1.090
99 C 4.29436 -1.85408 -4.51026  C98 1.528, H105 1.093, H106 1.086, H107 1.094
100 O 5.47698 -1.51618 -2.42593  C98 1.429, H108 0.967
101 H 3.73729 0.32668 -1.89122  C97 1.093
102 H 2.56101 -0.05858 -3.15821  C97 1.091
103 H 4.13940 0.60783 -3.57537  C97 1.094
104 H 3.55010 -2.18541 -2.50794  C98 1.090
105 H 3.36834 -1.54816 -5.00325  C99 1.093
106 H 4.51760 -2.90616 -4.66040  C99 1.086
107 H 5.09964 -1.27685 -4.97304  C99 1.094
108 H 5.92803 -0.70053 -2.68205  O100 0.967
109 C -3.14748 1.24891 -4.00894  C110 1.528, H113 1.094, H114 1.091, H115 1.093
110 C -3.58215 0.24193 -2.94517  C109 1.528, C111 1.515, O112 1.432, H116 1.102
111 C -4.95379 -0.32567 -3.24632  C110 1.515, H117 1.091, H118 1.096, H119 1.094
112 O -2.64965 -0.84287 -2.87645  C110 1.432, H120 0.978
113 H -2.22838 1.76141 -3.70943  C109 1.094
114 H -3.92475 1.98196 -4.22913  C109 1.091
115 H -2.93363 0.70631 -4.93343  C109 1.093
116 H -3.62124 0.72281 -1.95418  C110 1.102
117 H -5.30568 -1.01087 -2.47431  C111 1.091
118 H -4.93751 -0.86023 -4.20255  C111 1.096
119 H -5.70165 0.46425 -3.35936  C111 1.094
120 H -1.81358 -0.42708 -2.58417  O112 0.978
121 C 2.81745 3.78810 -2.48924  C122 1.506, H125 1.085, H126 1.095, H127 1.093
122 C 1.44212 3.39674 -2.01662  C121 1.506, C123 1.509, O124 1.457, H128 1.096
123 C 0.60463 4.56551 -1.55840  C122 1.509, H129 1.095, H130 1.091, H131 1.088
124 O 0.73339 2.65533 -3.05188  C122 1.457, H132 0.964
125 H 3.34998 2.92104 -2.86539  C121 1.085
126 H 3.44110 4.14510 -1.66272  C121 1.095
127 H 2.82701 4.57390 -3.24904  C121 1.093
128 H 1.53644 2.69053 -1.18357  C122 1.096
129 H 0.53008 5.30549 -2.36199  C123 1.095
130 H 1.07356 5.05241 -0.70150  C123 1.091
131 H -0.39475 4.23264 -1.28667  C123 1.088
132 H 0.36464 3.29014 -3.67610  O124 0.964

Values from the calculation:
Kohn-Sham gap = 9.823 eV
SMILES string = CC(C)O.CC(C)O.CC(C)O.CC(C)O.CC(C)O.CC(C)O.CC(C)O.CC(C)O.CC(C)O.CC(C)O.CC(C)O
E_HOMO = -9.55 eV
E_LUMO = 0.3 eV


3 | This record from the OMol25 dataset describes 11 unconnected molecules or ions with the total composition C33H88O11. The level of theory is ωB97M-V/def2-TZVPD.

Last columns: bonded neighbours and bond lengths (Å).
Geometry (Å):
1 C 4.66776 -2.01923 1.44401  C2 1.492, H5 1.090, H6 1.090, H7 1.090
2 C 4.92209 -1.68747 2.87674  C1 1.492, C3 1.537, O4 1.353, H8 1.090
3 C 4.48482 -2.77645 3.86877  C2 1.537, H9 1.090, H10 1.090, H11 1.090
4 O 6.22794 -1.46039 3.15054  C2 1.353, H12 0.960
5 H 5.35174 -2.83141 1.19776  C1 1.090
6 H 4.82583 -1.20068 0.74180  C1 1.090
7 H 3.58690 -2.03525 1.30403  C1 1.090
8 H 4.47286 -0.76110 3.23469  C2 1.090
9 H 4.85488 -2.41902 4.82971  C3 1.090
10 H 4.89907 -3.77754 3.74910  C3 1.090
11 H 3.40385 -2.85745 3.75460  C3 1.090
12 H 6.72936 -2.26841 3.01908  O4 0.960
13 C 0.86545 5.17347 1.10648  C14 1.493, H17 1.090, H18 1.090, H19 1.090
14 C -0.48016 5.25171 0.46340  C13 1.493, C15 1.548, O16 1.410, H20 1.090
15 C -1.56851 6.05933 1.21138  C14 1.548, H21 1.090, H22 1.090, H23 1.090
16 O -0.29947 5.88809 -0.78144  C14 1.410, H24 0.960
17 H 1.35541 6.11754 1.34473  C13 1.090
18 H 1.60289 4.81385 0.38886  C13 1.090
19 H 0.89933 4.53059 1.98606  C13 1.090
20 H -0.79391 4.21362 0.35370  C14 1.090
21 H -1.66353 5.60127 2.19588  C15 1.090
22 H -2.53058 6.02335 0.70029  C15 1.090
23 H -1.32014 7.10054 1.41708  C15 1.090
24 H 0.11758 6.74188 -0.64468  O16 0.960
25 C -3.83442 3.78171 -0.67590  C26 1.543, H29 1.090, H30 1.090, H31 1.090
26 C -4.00694 2.29553 -1.05281  C25 1.543, C27 1.561, O28 1.404, H32 1.090
27 C -3.00600 1.91747 -2.18945  C26 1.561, H33 1.090, H34 1.090, H35 1.090
28 O -3.68439 1.45213 0.02247  C26 1.404, H36 0.960
29 H -3.93273 4.48819 -1.50011  C25 1.090
30 H -2.89272 3.83539 -0.12962  C25 1.090
31 H -4.50552 4.07574 0.13112  C25 1.090
32 H -5.04572 2.07994 -1.30291  C26 1.090
33 H -3.37363 2.47327 -3.05204  C27 1.090
34 H -3.12101 0.88144 -2.50805  C27 1.090
35 H -1.97345 2.20061 -1.98508  C27 1.090
36 H -4.15960 0.62127 -0.05139  O28 0.960
37 C 0.59694 1.35265 -0.34446  C38 1.522, H41 1.090, H42 1.090, H43 1.090
38 C -0.31926 0.24275 0.14992  C37 1.522, C39 1.560, O40 1.397, H44 1.090
39 C 0.55624 -0.82262 0.87841  C38 1.560, H45 1.090, H46 1.090, H47 1.090
40 O -1.12609 0.86393 1.10606  C38 1.397, H48 0.960
41 H 0.06707 2.27759 -0.57208  C37 1.090
42 H 1.12357 1.14185 -1.27522  C37 1.090
43 H 1.38679 1.72792 0.30624  C37 1.090
44 H -0.84703 -0.30680 -0.62954  C38 1.090
45 H 1.40446 -1.16131 0.28349  C39 1.090
46 H -0.05237 -1.71700 1.01176  C39 1.090
47 H 0.87043 -0.49800 1.87037  C39 1.090
48 H -1.82223 1.38920 0.70472  O40 0.960
49 C -2.15504 -3.21212 -1.26473  C50 1.498, H53 1.090, H54 1.090, H55 1.090
50 C -3.48476 -3.90200 -1.28916  C49 1.498, C51 1.524, O52 1.410, H56 1.090
51 C -4.56562 -3.04992 -1.94252  C50 1.524, H57 1.090, H58 1.090, H59 1.090
52 O -3.38738 -5.15900 -1.92102  C50 1.410, H60 0.960
53 H -1.45924 -3.69904 -0.58145  C49 1.090
54 H -2.35938 -2.18041 -0.97855  C49 1.090
55 H -1.75403 -3.12076 -2.27416  C49 1.090
56 H -3.83042 -4.11299 -0.27717  C50 1.090
57 H -4.57515 -2.06527 -1.47513  C51 1.090
58 H -5.55914 -3.49799 -1.92642  C51 1.090
59 H -4.41507 -2.91805 -3.01399  C51 1.090
60 H -4.15436 -5.70351 -1.72905  O52 0.960
61 C -4.89464 2.31299 3.54047  C62 1.513, H65 1.090, H66 1.090, H67 1.090
62 C -3.48871 2.23943 4.09514  C61 1.513, C63 1.509, O64 1.327, H68 1.090
63 C -2.84888 0.91362 3.76378  C62 1.509, H69 1.090, H70 1.090, H71 1.090
64 O -2.79263 3.19321 3.49003  C62 1.327, H72 0.960
65 H -4.89454 2.55414 2.47748  C61 1.090
66 H -5.41596 3.13603 4.02928  C61 1.090
67 H -5.51052 1.44509 3.77614  C61 1.090
68 H -3.45514 2.35410 5.17858  C62 1.090
69 H -1.76731 0.96088 3.89050  C63 1.090
70 H -3.09826 0.67307 2.73032  C63 1.090
71 H -3.18767 0.08111 4.38043  C63 1.090
72 H -2.24721 2.75120 2.83525  O64 0.960
73 C -0.21761 -0.43239 -3.85559  C74 1.495, H77 1.090, H78 1.090, H79 1.090
74 C 0.03604 -1.49956 -4.87169  C73 1.495, C75 1.543, O76 1.431, H80 1.090
75 C 1.55705 -1.74852 -4.93620  C74 1.543, H81 1.090, H82 1.090, H83 1.090
76 O -0.62275 -2.71024 -4.48714  C74 1.431, H84 0.960
77 H 0.27660 -0.55364 -2.89166  C73 1.090
78 H -1.30044 -0.36863 -3.74826  C73 1.090
79 H 0.16863 0.50457 -4.25685  C73 1.090
80 H -0.38727 -1.19788 -5.82977  C74 1.090
81 H 2.13262 -0.90243 -5.31162  C75 1.090
82 H 1.73665 -2.66415 -5.49965  C75 1.090
83 H 2.02304 -1.77526 -3.95120  C75 1.090
84 H -1.14399 -2.97225 -5.24954  O76 0.960
85 C -3.98914 -5.17163 3.24456  C86 1.500, H89 1.090, H90 1.090, H91 1.090
86 C -2.98665 -5.49039 2.17551  C85 1.500, C87 1.509, O88 1.388, H92 1.090
87 C -1.72773 -4.65886 2.15653  C86 1.509, H93 1.090, H94 1.090, H95 1.090
88 O -2.50067 -6.76911 2.41106  C86 1.388, H96 0.960
89 H -4.50931 -4.24010 3.02141  C85 1.090
90 H -3.48807 -5.17862 4.21254  C85 1.090
91 H -4.69407 -5.99378 3.36791  C85 1.090
92 H -3.57560 -5.46821 1.25859  C86 1.090
93 H -1.12886 -4.76984 3.06049  C87 1.090
94 H -2.03617 -3.62003 2.03900  C87 1.090
95 H -1.09863 -4.92727 1.30784  C87 1.090
96 H -1.95720 -7.09695 1.69080  O88 0.960
97 C -0.34124 4.29830 -3.78412  C98 1.550, H101 1.090, H102 1.090, H103 1.090
98 C 1.05977 4.72789 -4.29025  C97 1.550, C99 1.558, O100 1.362, H104 1.090
99 C 1.19786 4.56983 -5.83446  C98 1.558, H105 1.090, H106 1.090, H107 1.090
100 O 1.32151 6.04543 -4.06596  C98 1.362, H108 0.960
101 H -0.46321 3.28357 -4.16299  C97 1.090
102 H -1.13435 4.87685 -4.25776  C97 1.090
103 H -0.42040 4.20191 -2.70128  C97 1.090
104 H 1.85815 4.06870 -3.94945  C98 1.090
105 H 2.23884 4.80593 -6.05517  C99 1.090
106 H 0.42457 5.16414 -6.32120  C99 1.090
107 H 0.97291 3.57880 -6.22862  C99 1.090
108 H 2.19861 6.32322 -3.79187  O100 0.960
109 C 3.95922 -5.48042 -2.09980  C110 1.514, H113 1.090, H114 1.090, H115 1.090
110 C 2.88467 -5.57450 -1.03686  C109 1.514, C111 1.465, O112 1.441, H116 1.090
111 C 2.30012 -4.29713 -0.62096  C110 1.465, H117 1.090, H118 1.090, H119 1.090
112 O 1.85901 -6.43725 -1.56711  C110 1.441, H120 0.960
113 H 4.85274 -5.04998 -1.64766  C109 1.090
114 H 3.62492 -5.10077 -3.06532  C109 1.090
115 H 4.22868 -6.49881 -2.37974  C109 1.090
116 H 3.26996 -6.02290 -0.12111  C110 1.090
117 H 1.51158 -4.01825 -1.31992  C111 1.090
118 H 2.90939 -3.39675 -0.69978  C111 1.090
119 H 1.98071 -4.27377 0.42093  C111 1.090
120 H 1.37081 -5.84245 -2.14111  O112 0.960
121 C 5.22378 2.36634 4.60369  C122 1.583, H125 1.090, H126 1.090, H127 1.090
122 C 5.30383 2.36685 3.02269  C121 1.583, C123 1.540, O124 1.417, H128 1.090
123 C 3.95303 2.13129 2.32101  C122 1.540, H129 1.090, H130 1.090, H131 1.090
124 O 5.86897 3.55645 2.50032  C122 1.417, H132 0.960
125 H 5.02327 1.36324 4.98011  C121 1.090
126 H 4.58613 3.18723 4.93176  C121 1.090
127 H 6.20885 2.61312 4.99971  C121 1.090
128 H 5.92178 1.51761 2.73109  C122 1.090
129 H 3.24154 1.49050 2.84184  C123 1.090
130 H 4.17814 1.79391 1.30928  C123 1.090
131 H 3.36376 3.04495 2.24291  C123 1.090
132 H 5.28281 4.31456 2.55758  O124 0.960

Values from the calculation:
Kohn-Sham gap = 10.128 eV
SMILES string = CC(C)O.CC(C)O.CC(C)O.CC(C)O.CC(C)O.CC(C)O.CC(C)O.CC(C)O.CC(C)O.CC(C)O.CC(C)O
E_HOMO = -9.84 eV
E_LUMO = 0.3 eV


Short version: 2 is the most stable of them.